Record 1
{"formula": "C7H18SSi", "method": "the ωB97M-V functional and the def2-TZVPD basis", "elements": ["C", "C", "C", "C", "C", "C", "C", "Si", "S", "H", "H", "H", "H", "H", "H", "H", "H", "H", "H", "H", "H", "H", "H", "H", "H", "H", "H"], "positions_angstrom": [[0.332134, -2.038918, 1.574361], [-1.904461, 2.537078, -0.792228], [-1.102987, -2.275579, -1.554036], [3.459555, 1.465297, -0.001203], [-0.126104, -0.593128, 1.736949], [-1.849040, 1.739277, 0.548187], [-1.743187, -1.031110, -1.052998], [-1.138121, -0.004197, 0.264698], [2.916574, -0.169164, -0.585789], [0.761556, -2.125745, 0.614832], [1.153323, -2.444838, 2.306873], [-0.476009, -2.647133, 1.730226], [-1.981804, 3.529228, -0.656033], [-0.848039, 2.499170, -1.225690], [-2.586403, 2.264036, -1.442485], [-0.659994, -2.916759, -0.866539], [-1.736045, -2.990394, -1.937223], [-0.394314, -2.145677, -2.276691], [4.488476, 1.378064, 0.070851], [3.049019, 1.730384, 0.893762], [3.258515, 2.163525, -0.675599], [0.812595, -0.148987, 2.045969], [-0.707748, -0.446211, 2.582367], [-2.804763, 1.661733, 0.919781], [-1.254662, 2.197366, 1.223796], [-2.530007, -0.797325, -1.731739], [3.611936, -0.389997, -1.714392]], "forces_ev_per_a": [[2.321, 0.284, 1.860], [5.963, -1.566, 2.776], [-0.524, 0.172, 1.589], [0.993, -3.405, -0.761], [2.020, -0.694, -1.103], [-0.049, -1.688, -4.040], [1.318, 0.665, 1.767], [-1.106, -0.378, -1.189], [-0.991, -0.561, 0.517], [0.338, -0.556, -1.105], [-1.413, 1.245, -1.001], [-1.982, -1.979, -0.159], [-0.791, 3.673, 0.972], [-1.417, -0.359, -0.040], [-3.212, -1.865, -3.200], [1.283, -0.571, 1.970], [-2.349, -1.148, -1.378], [2.009, 0.799, -2.139], [2.084, 0.167, 0.546], [-1.284, 0.167, 2.468], [-1.068, 3.025, -2.932], [0.111, 1.314, -0.635], [-1.531, 0.067, 1.736], [-2.270, -0.192, 1.167], [1.926, 1.668, 2.254], [-0.583, 1.108, -0.130], [0.204, 0.608, 0.188]], "nbo_charge": [-0.59, -0.57, -0.64, -0.68, -0.89, -0.84, -0.87, 1.45, -0.08, 0.21, 0.20, 0.20, 0.20, 0.19, 0.20, 0.20, 0.20, 0.20, 0.21, 0.22, 0.20, 0.24, 0.23, 0.23, 0.22, 0.22, 0.13], "homo_ev": -7.26, "homo_lumo_gap_ev": 7.9, "relative_energy_kj_mol": 307.4}


Record 2
{"formula": "C7H18Si2", "method": "the ωB97M-V functional and the def2-TZVPD basis", "elements": ["C", "C", "C", "C", "C", "C", "C", "Si", "Si", "H", "H", "H", "H", "H", "H", "H", "H", "H", "H", "H", "H", "H", "H", "H", "H", "H", "H"], "positions_angstrom": [[1.344109, 2.406190, -1.262159], [0.170405, 2.150493, -0.729693], [-1.529760, 1.580584, 1.690528], [1.438393, 1.164713, 1.719966], [-2.067838, -1.716291, -0.705031], [0.500237, -2.441527, 0.684133], [0.560209, -1.455776, -2.087035], [-0.079682, 0.954701, 0.646115], [-0.292329, -1.158975, -0.417304], [2.163399, 1.691191, -1.146283], [1.605105, 3.322311, -1.755615], [-0.680204, 2.825347, -0.830866], [-2.325832, 1.872148, 0.997714], [-1.864776, 0.773707, 2.350534], [-1.155100, 2.446634, 2.232498], [1.449520, 0.466047, 2.533249], [2.277188, 0.864445, 1.125267], [1.535979, 2.215607, 2.065010], [-2.051448, -2.710257, -1.149417], [-2.596726, -1.745880, 0.238416], [-2.453338, -0.980459, -1.445025], [1.059559, -2.010083, 1.479839], [-0.288857, -3.049834, 1.139098], [1.122446, -3.073897, 0.041607], [0.349272, -0.548381, -2.688822], [1.627317, -1.550399, -2.006279], [0.182752, -2.292356, -2.720444]], "forces_ev_per_a": [[0.865, -0.227, -0.129], [-1.033, 0.588, 0.521], [0.229, -0.658, -0.898], [-0.284, 0.093, -0.152], [0.566, 0.912, -0.549], [-0.634, -0.587, -0.287], [-0.934, 1.112, -0.896], [-0.123, -0.334, -0.031], [0.071, -1.150, -0.026], [-0.050, 0.261, 0.108], [-0.112, 0.215, -0.623], [0.285, 0.375, -0.381], [-0.129, 0.004, 0.361], [-0.111, 0.399, 0.084], [-0.213, 0.002, 0.197], [-0.142, -0.172, 0.816], [0.803, 0.197, -0.402], [0.005, -0.703, -0.195], [-0.041, -0.014, -0.055], [-0.502, 0.192, -0.007], [-0.413, -0.589, 0.589], [0.748, 0.194, 0.634], [0.167, -0.101, -0.023], [0.022, -0.031, 0.389], [0.330, -0.315, 0.014], [0.571, -0.003, 0.081], [0.059, 0.340, 0.860]], "nbo_charge": [-0.35, -0.65, -1.07, -1.08, -1.08, -1.10, -1.09, 1.16, 1.18, 0.18, 0.19, 0.21, 0.23, 0.24, 0.24, 0.23, 0.23, 0.24, 0.23, 0.23, 0.23, 0.23, 0.23, 0.24, 0.23, 0.23, 0.24], "homo_ev": -8.75, "homo_lumo_gap_ev": 9.8, "relative_energy_kj_mol": 0.0}


Record 3
{"formula": "C7H19CdClINO3", "method": "the ωB97M-V functional and the def2-TZVPD basis", "elements": ["Cd", "Cl", "I", "C", "O", "C", "C", "N", "C", "C", "O", "C", "H", "H", "H", "H", "H", "H", "H", "H", "H", "H", "H", "H", "H", "H", "H", "C", "O", "H", "H", "H", "H"], "positions_angstrom": [[0.944973, -0.173105, -0.190406], [2.139653, -1.160232, -1.996754], [3.048491, 1.320295, 1.340688], [0.883825, 2.193221, -2.385923], [0.452284, 1.721441, -1.161180], [-0.704326, 2.473192, -0.664665], [-0.811100, 1.993314, 0.844387], [-0.705930, 0.525893, 0.943816], [-0.623951, -0.001163, 2.318254], [-0.207492, -1.502965, 2.208965], [0.866992, -1.592707, 1.225993], [1.683599, -2.782828, 1.345764], [0.252888, 1.842178, -3.202498], [1.851839, 1.755920, -2.630480], [1.049221, 3.270140, -2.354400], [-1.634694, 2.259743, -1.190923], [-0.606438, 3.558748, -0.673811], [-1.709216, 2.405483, 1.304380], [0.037243, 2.477513, 1.328076], [-1.651579, 0.268577, 0.699607], [-1.494021, 0.092314, 2.968131], [0.225389, 0.519345, 2.760754], [-1.009091, -2.190619, 1.939375], [0.172057, -1.833361, 3.175861], [2.671703, -2.767435, 0.885849], [1.203741, -3.700533, 1.005670], [1.942490, -2.835973, 2.403233], [-1.523494, -1.136305, -2.286863], [-0.929145, -1.476406, -1.031990], [-2.540826, -1.527623, -2.285672], [-1.594513, -0.059964, -2.443554], [-0.934055, -1.518423, -3.120310], [-0.746516, -2.417678, -1.079375]], "forces_ev_per_a": [[2.366, 1.059, -2.254], [0.404, -0.368, -0.707], [-0.060, -0.006, 0.055], [1.265, -0.108, -1.324], [-2.121, 2.349, 0.187], [0.159, -1.812, 2.025], [0.829, 1.255, -0.906], [-2.737, 1.712, 1.655], [1.928, -0.984, -0.260], [0.387, 0.559, -0.025], [0.032, -3.251, 2.452], [0.152, 0.119, 1.207], [-0.479, 0.445, -0.076], [0.112, -0.187, 0.406], [-0.376, 0.153, -0.184], [0.137, -0.468, -0.427], [0.685, 0.009, -0.129], [-0.276, -0.192, -0.030], [0.146, -0.314, 0.249], [-0.582, -0.900, -1.047], [-0.333, 0.183, -0.351], [-0.015, 0.006, 0.332], [-0.211, 0.214, -0.316], [0.164, 0.047, 0.110], [-0.390, 0.985, -0.714], [-0.459, 0.195, 0.063], [-0.231, -0.443, 0.222], [-0.271, -0.158, -0.063], [-0.467, 0.375, -0.494], [-0.055, -0.047, -0.332], [0.170, 0.084, 0.533], [0.008, -0.217, -0.006], [0.121, -0.292, 0.146]], "nbo_charge": [1.61, -0.86, -0.88, -0.25, -0.61, -0.11, -0.32, -0.79, -0.35, -0.18, -0.66, -0.26, 0.17, 0.22, 0.17, 0.17, 0.19, 0.18, 0.22, 0.32, 0.19, 0.22, 0.17, 0.18, 0.23, 0.18, 0.18, -0.41, -0.89, 0.17, 0.17, 0.18, 0.48], "homo_ev": [0.38, -4.92], "multiplicity": 2, "s_squared": 0.750, "charge": -1, "homo_lumo_gap_ev": [2.6, 7.9]}


Record 4
{"formula": "C7H19IO2Pt", "method": "the ωB97M-V functional and the def2-TZVPD basis", "elements": ["C", "C", "H", "H", "H", "H", "H", "H", "Pt", "C", "H", "H", "H", "I", "C", "O", "C", "C", "O", "C", "H", "H", "H", "H", "H", "H", "H", "H", "H", "H"], "positions_angstrom": [[0.629066, -1.013111, -4.459769], [0.620179, 0.494885, -4.789065], [1.656575, -1.396053, -4.451512], [0.089134, -1.551679, -5.241600], [0.177781, -1.267050, -3.489725], [0.978207, 1.119673, -3.969789], [1.269142, 0.657775, -5.652891], [-0.385232, 0.826044, -5.069904], [-0.076164, 0.019100, 0.214937], [-0.754992, 1.299309, -1.071554], [0.070098, 1.969585, -1.332311], [-1.585348, 1.889813, -0.663267], [-1.088174, 0.750711, -1.959226], [0.188311, -2.404157, -0.658718], [2.357671, -0.511432, 1.995882], [0.930334, -0.621521, 1.952930], [0.333222, -0.579937, 3.280499], [-1.145576, -0.783153, 3.097409], [-1.539407, 0.001519, 1.956233], [-2.141357, 1.238821, 2.387502], [2.760452, -1.256063, 1.302753], [2.695848, -0.707478, 3.029779], [2.661015, 0.496369, 1.670980], [0.761503, -1.387793, 3.886597], [0.523895, 0.397835, 3.747176], [-1.382707, -1.824486, 2.860766], [-1.726758, -0.463906, 3.974102], [-2.893639, 1.026156, 3.157734], [-1.386046, 1.922343, 2.806213], [-2.597042, 1.657881, 1.487841]], "forces_ev_per_a": [[0.074, 0.262, 0.065], [-0.075, -0.525, -0.123], [-0.175, 0.047, 0.074], [0.023, -0.068, 0.075], [0.084, 0.218, -0.347], [-0.016, -0.091, 0.017], [-0.052, 0.169, 0.037], [0.134, 0.025, 0.146], [0.632, 0.477, 0.206], [-1.019, 0.913, -1.420], [-0.117, 0.119, -0.182], [0.042, 0.012, -0.287], [-0.083, 0.364, -0.115], [0.006, -0.992, -0.265], [0.135, -0.001, 0.111], [0.898, -0.943, 2.926], [0.320, 0.036, -0.482], [-0.128, -0.201, -0.714], [-1.249, 0.295, 1.432], [0.175, -0.108, -0.421], [-0.026, 0.129, 0.165], [0.058, 0.070, -0.562], [-0.094, -0.286, 0.197], [-0.006, 0.229, -0.029], [0.181, -0.172, -0.136], [0.090, 0.130, -0.022], [0.298, -0.204, -0.143], [0.023, 0.087, -0.305], [-0.178, -0.131, -0.213], [0.045, 0.141, 0.316]], "nbo_charge": [-0.61, -0.61, 0.20, 0.20, 0.22, 0.20, 0.20, 0.20, 0.76, -1.00, 0.20, 0.19, 0.22, -0.49, -0.25, -0.59, -0.09, -0.09, -0.55, -0.25, 0.22, 0.18, 0.19, 0.20, 0.18, 0.22, 0.19, 0.18, 0.18, 0.22], "homo_ev": [-6.80, -7.78], "multiplicity": 3, "s_squared": 2.007, "homo_lumo_gap_ev": [7.2, 6.9], "relative_energy_kj_mol": 0.0}


Max |F|? In order: 0.13148 0.03318 0.07920 0.06228 hartree/bohr.
DFT total energy? In order: -965.0349 -856.4865 -1484.1769 -845.4501 Ha.